C16H30N4O5Tc | ωB97M-V/def2-TZVPD

```
56
Properties=species:S:1:pos:R:3:forces:R:3
Tc 0.24219 -0.35655 0.89041 0.19 -0.07 0.29
C 2.60685 -1.81497 -0.11510 -0.05 -0.07 -0.09
C 1.73284 -1.60145 -1.36848 0.05 0.12 0.04
O 0.40988 -1.07856 -1.02704 -0.06 -0.16 -0.01
C -0.77256 -1.62217 -1.66436 0.03 0.02 0.03
C -1.96930 -0.74821 -1.27429 -0.07 -0.02 -0.16
O -1.88945 -0.27785 0.08389 0.20 0.09 -0.13
C -2.80242 -0.92254 1.02596 -0.06 0.04 0.06
C -2.18953 -2.19406 1.55718 -0.04 -0.06 -0.02
O -0.80596 -1.96082 1.93174 -0.01 0.20 -0.08
C -0.50264 -1.89860 3.35218 0.08 -0.02 -0.01
C -0.43570 -0.46056 3.81043 -0.10 -0.06 0.02
O 0.52859 0.26215 2.94912 0.01 -0.03 -0.05
C 1.85893 0.11912 3.41442 -0.10 -0.06 0.02
C 2.80102 0.43778 1.01813 0.02 0.07 -0.13
O 2.34257 -0.88458 1.01254 -0.04 -0.07 -0.01
H 3.66175 -1.76597 -0.38692 0.02 0.04 0.03
H 2.41132 -2.78369 0.33599 -0.04 0.01 0.06
H 1.63475 -2.57274 -1.85485 -0.01 -0.01 -0.03
H 2.18222 -0.91193 -2.08306 -0.01 0.06 0.01
H -0.92659 -2.63866 -1.30217 -0.02 -0.02 0.00
H -0.64894 -1.64468 -2.74752 0.09 0.00 -0.01
H -2.86701 -1.36292 -1.36160 0.01 -0.10 0.04
H -3.04169 0.92267 -1.94500 0.04 0.06 -0.03
H -3.75393 -1.14146 0.54002 -0.03 0.07 -0.01
H -2.97601 -0.17840 1.79986 0.03 0.03 0.01
H -2.17614 -2.98760 0.81020 0.04 -0.01 -0.01
H -2.76135 -2.55482 2.41207 0.02 -0.03 0.02
H 0.45241 -2.40996 3.47215 0.00 -0.04 0.01
H -1.24466 -2.44976 3.92951 -0.04 -0.01 -0.03
H -0.14116 -0.38660 4.85842 0.07 0.04 -0.02
H -1.37241 0.07338 3.67277 0.00 0.05 0.01
H 2.16264 -0.92525 3.46417 0.03 -0.03 -0.04
H 1.97012 0.59847 4.38669 0.02 0.05 0.02
H 3.81470 0.55638 0.62710 0.06 -0.02 0.01
H 1.93834 1.09865 -0.70598 0.07 0.08 -0.01
C -3.13630 1.50813 -4.75677 -0.15 0.10 -0.08
N -1.75520 1.45400 -4.20520 0.08 -0.19 -0.04
C -0.72453 2.15089 -5.00746 0.06 0.09 -0.14
C -1.44361 0.78736 -3.16313 -0.08 0.16 -0.13
N -2.18908 0.40081 -2.15059 -0.03 -0.06 0.34
H -3.10116 1.21214 -5.80367 0.07 -0.03 0.01
H -3.49271 2.53676 -4.69572 0.04 0.01 0.05
H -3.80009 0.84226 -4.21347 0.05 -0.03 0.03
H -0.66548 1.68291 -5.98966 -0.04 -0.06 0.03
H 0.23947 2.09516 -4.51263 -0.02 -0.02 0.05
H -1.02554 3.18946 -5.13367 -0.04 0.00 0.06
N 2.83210 0.83901 2.48593 -0.04 0.08 0.06
C 2.80924 2.31174 2.69041 0.02 0.11 0.04
C 2.19587 3.10451 1.77211 0.00 -0.10 -0.04
C 1.66189 2.60224 0.60483 0.02 0.07 0.01
N 1.78704 1.21079 0.29596 -0.38 -0.15 0.05
H 3.74957 0.51831 2.82690 0.02 -0.01 -0.03
H 3.28899 2.64345 3.60109 0.00 -0.08 -0.01
H 2.14667 4.16972 1.96353 -0.01 0.00 0.00
H 1.14921 3.20710 -0.12739 0.02 -0.05 -0.02
```
Forces are in eV/Å.

Properties
- HOMO level (spin up / spin down): -20.29 / -20.67 eV
- Energy relative to the best compared isomer or geometry (same formula, charge and spin): 1.3 kcal/mol
- E_LUMO (spin up / spin down): -11.2737 / -13.3869 eV
- Charge: +4
- HOMO-LUMO gap (spin up / spin down): 9.0 / 7.3 eV
- Spin multiplicity: 4

---

C4H7NO2 | ωB97M-V/def2-TZVPD

```
14
Properties=species:S:1:pos:R:3:forces:R:3
C -2.43369 0.03866 -0.06141 0.81 0.24 0.21
C 0.72707 -0.86091 0.90757 0.03 0.16 0.44
C -0.02516 0.18731 0.19388 -0.27 0.53 0.31
C 0.73782 1.42288 -0.19862 -0.08 -0.35 -0.16
N 0.45004 -1.03926 -0.52452 0.16 -0.62 -0.74
O -2.41151 -1.08603 -0.35594 -0.22 -1.43 -0.42
O -2.76059 1.11876 0.18276 -0.50 1.06 0.21
H 1.79014 -0.76438 1.13250 0.01 0.03 -0.13
H 0.21053 -1.55203 1.56169 -0.04 -0.09 -0.03
H 1.83141 1.29586 -0.22335 0.10 0.00 0.01
H 0.50037 2.20526 0.51583 0.03 0.14 0.05
H 0.40982 1.76271 -1.18229 0.01 0.12 0.02
H 1.24488 -1.02270 -1.16018 -0.03 0.04 0.20
H -0.27113 -1.70614 -0.78792 -0.01 0.17 0.03
```
Forces are in eV/Å.

Properties
- HOMO level: -7.58 eV
- Energy relative to the best compared isomer or geometry (same formula, charge and spin): 69.1 kcal/mol
- E_LUMO: 0.6743 eV
- HOMO-LUMO gap: 8.2 eV

---

C21H40BBr2F9IN4O7S2 | ωB97M-V/def2-TZVPD

```
87
Properties=species:S:1:pos:R:3:forces:R:3
C -1.94977 -3.10278 -3.77205 0.60 0.24 -0.60
C -0.96613 -1.99199 -4.22863 -0.16 -0.28 0.65
C 0.27522 -1.91875 -3.28974 -0.24 0.69 -0.56
C 0.12851 -0.69358 -2.35442 -0.39 -0.96 -1.22
O 0.90898 -0.95730 -1.19512 0.81 -0.16 0.20
N 0.43770 -0.32018 -0.05167 -1.22 1.04 0.56
C -0.27724 -1.19463 0.85160 -0.59 0.47 0.17
Br -1.71996 -2.23192 0.00042 0.51 0.07 -0.09
C -1.01969 -0.25282 1.85285 -0.47 -1.36 -1.52
C -1.90560 0.75001 1.07877 -1.64 0.20 0.39
C -3.43777 0.50272 1.34006 0.05 0.57 -1.63
C -4.22521 0.83703 0.01909 -0.94 0.42 1.31
C -5.54970 1.61093 0.30731 0.08 -0.32 -0.88
N -6.73935 0.73981 0.31265 0.03 0.16 0.42
N -0.02828 0.30783 2.82122 0.05 0.49 -0.32
B -0.85981 1.12276 3.88673 -1.93 1.36 2.86
N -2.10604 0.66155 4.44774 1.86 -0.87 -2.18
O -0.50254 2.38388 4.35749 0.71 -0.11 -1.87
C 0.67615 -0.74441 3.65595 -0.06 -2.38 1.16
I 1.27836 -0.03325 5.59446 -0.12 0.54 0.03
C -0.11683 -2.03584 3.98304 0.33 -0.39 -0.18
C 0.89100 -3.09298 4.51609 -0.27 -0.11 -0.45
C 1.02175 1.03491 2.03531 1.16 -0.04 -0.09
Br 0.73794 2.94193 1.70426 -0.33 -0.26 0.02
C 1.49348 0.33614 0.70902 1.90 -0.51 -1.43
O 2.46977 -0.65632 1.09289 -0.33 -0.11 1.40
C 2.35602 1.28354 -0.18889 -0.61 -0.37 -0.98
C 1.62189 2.03266 -1.32934 1.06 1.23 0.27
C 2.35920 1.90260 -2.68618 -0.48 0.27 0.38
C 3.80762 2.39401 -2.57927 -0.24 -0.11 -0.40
C 4.53552 2.50184 -3.92964 0.14 0.99 1.89
F 5.75461 3.05015 -3.60851 -0.04 -0.23 -0.44
F 3.91631 3.43271 -4.69105 0.05 -0.58 -0.50
C 4.85927 1.12981 -4.62353 0.93 0.02 0.45
F 6.16079 1.10337 -4.95064 -0.40 0.32 -0.37
F 4.72356 0.16151 -3.69767 -0.36 0.26 -0.20
S 3.87321 0.65795 -6.16386 -0.19 -2.29 -0.83
F 5.14419 -0.11227 -6.76100 -0.26 0.39 0.07
F 4.30906 1.96448 -6.93317 -0.18 0.15 0.55
F 2.53674 1.29766 -5.59695 0.43 0.47 -0.03
F 3.44475 -0.73835 -5.48612 -0.09 0.45 -0.08
F 3.05375 0.20988 -7.44989 0.15 0.30 0.15
H -2.53401 -3.43333 -4.63772 -0.21 0.05 0.36
H -2.59526 -2.74162 -2.96620 0.02 -0.18 -0.17
H -1.37003 -3.95963 -3.41177 -0.25 0.05 -0.02
H -1.51554 -1.03826 -4.19575 0.26 -0.09 -0.13
H -0.65690 -2.12524 -5.27104 -0.05 -0.18 0.22
H 1.15620 -1.80811 -3.93735 0.04 -0.01 0.42
H 0.40046 -2.83522 -2.70227 -0.14 0.20 -0.08
H 0.44451 0.17878 -2.93894 0.09 0.10 0.53
H -0.94378 -0.57878 -2.15822 0.32 0.03 0.58
H 0.33478 -1.94784 1.35428 -0.03 0.13 -0.19
H -1.74787 -0.92321 2.30978 0.62 0.32 0.91
H -1.76757 1.81544 1.28753 0.51 -0.26 0.12
H -1.83401 0.65380 -0.00780 0.74 -0.18 0.30
H -3.84001 1.19761 2.08176 0.24 -0.54 0.33
H -3.65474 -0.54726 1.54771 0.14 0.27 0.58
H -3.64771 1.47502 -0.65845 0.14 -0.43 -0.01
H -4.53670 -0.11224 -0.43425 0.46 0.31 -0.46
H -5.68904 2.32667 -0.51871 0.06 0.03 0.34
H -5.48776 2.17614 1.24588 0.09 -0.05 -0.20
H -6.49745 -0.23970 0.23261 0.06 0.06 0.08
H -7.24358 0.85382 1.18310 -0.07 -0.15 -0.10
H -2.22766 -0.35003 4.47017 -0.87 -0.10 0.60
H -2.90800 1.14542 4.06732 -0.31 -0.03 0.73
H -1.17833 3.01124 4.07083 0.03 0.17 0.49
H 1.63429 -1.07578 3.25719 -0.30 0.63 -0.75
H -0.86487 -1.94045 4.80277 0.15 0.14 0.06
H -0.61005 -2.51621 3.12559 0.15 0.49 -0.14
H 1.04302 -3.00117 5.59384 -0.19 -0.01 -0.21
H 1.85614 -3.06520 3.98340 -0.11 0.12 0.07
H 0.44946 -4.07255 4.29358 0.13 0.14 0.35
H 1.92625 1.01460 2.65348 -0.31 0.18 0.00
H 2.81792 -1.10010 0.31228 -0.24 0.15 -0.18
H 3.09052 0.65251 -0.71135 -0.36 -0.27 0.35
H 2.98882 1.93337 0.42434 -0.43 -0.04 0.07
H 0.55172 1.83056 -1.40226 0.23 -0.30 0.04
H 1.69841 3.10770 -1.09355 -0.30 -0.22 -0.03
H 1.83598 2.58665 -3.37018 0.12 -0.36 -0.08
H 2.29043 0.88346 -3.08620 0.18 0.20 0.13
H 3.81395 3.41973 -2.18383 -0.01 -0.15 -0.21
H 4.43665 1.81400 -1.89625 -0.18 -0.09 -0.24
O -1.74986 -0.53320 7.95209 0.03 -0.14 -0.33
S -2.17020 -1.78884 7.27365 -0.43 0.39 0.95
O -0.98081 -2.35877 6.55775 0.47 -0.20 -0.31
O -3.21555 -1.48953 6.24549 0.13 0.06 -0.53
O -2.67367 -2.76856 8.25609 0.08 0.11 -0.32
```
Forces are in eV/Å.

Properties
- HOMO level: -2.71 eV
- E_LUMO: 1.0329 eV
- Charge: -1
- HOMO-LUMO gap: 3.7 eV

---

C11H24ClGdIN3OP2 | ωB97M-V/def2-TZVPD

```
44
Properties=species:S:1:pos:R:3:forces:R:3
C 0.22154 -2.14619 -1.48892 0.90 -3.78 -0.76
I -0.02686 2.86710 -0.61053 -0.19 -0.49 -0.06
H -0.69205 -2.76466 -1.47230 -0.23 0.77 0.04
H 0.88611 -2.49592 -0.68911 -0.18 0.76 0.01
H 0.73082 -2.30274 -2.44681 -0.23 0.75 0.04
Gd -0.69597 0.00071 -1.02296 -0.89 1.65 -0.61
P -0.16611 0.36399 -3.71110 -0.67 0.46 -1.12
C 1.37529 0.86756 -4.50839 0.34 0.01 0.17
C -0.79156 -1.02562 -4.71106 0.12 -0.23 0.24
H -2.25038 1.62076 -3.54968 0.09 0.05 -0.24
H -1.60117 1.58716 -5.22698 0.05 0.15 0.36
H -0.88009 2.67970 -3.97726 -0.18 -0.28 -0.09
C -1.34353 1.70037 -4.16268 0.11 0.03 0.18
H -1.71290 -1.40990 -4.25401 0.13 0.08 -0.21
H -0.99583 -0.67882 -5.73226 0.09 -0.19 0.23
H 1.21035 1.03511 -5.58180 0.06 -0.04 0.30
H 2.13049 0.08762 -4.36492 -0.03 0.13 -0.17
H -0.04401 -1.82948 -4.71902 -0.22 0.12 -0.17
H 1.73798 1.78934 -4.03586 -0.07 -0.15 -0.19
C 2.08237 0.19046 -1.18054 3.64 0.83 -0.23
O 3.20542 0.42565 -1.25849 -3.53 -0.77 0.20
Cl -3.14694 -0.48860 -1.28558 0.73 0.01 0.14
C 1.25780 -0.13620 4.32190 0.56 -0.39 1.49
N 1.16094 0.98048 3.36775 -1.81 -2.13 -1.33
C -0.14799 1.65998 3.48709 -0.45 1.40 1.08
N -1.27489 0.72058 3.34699 0.85 -0.53 -0.56
C -1.15027 -0.38469 4.31051 0.36 0.09 0.30
N 0.14045 -1.10047 4.18809 0.02 0.52 -0.86
C 0.23547 -1.89265 2.95342 0.26 0.13 0.50
P 0.16127 -0.75285 1.49983 -0.56 -0.04 0.34
C 1.42807 0.52479 2.00119 0.75 0.78 0.72
C -1.40618 0.21253 1.97161 0.27 0.29 0.72
H 1.21033 0.27207 5.34304 0.13 -0.09 -0.37
H 2.21071 -0.66561 4.16648 -0.34 0.26 0.13
H -0.22475 2.45174 2.73644 0.06 -0.17 0.07
H -0.20176 2.10283 4.50007 0.06 -0.19 -0.53
H -1.97525 -1.09763 4.15790 0.29 0.30 0.13
H -1.19149 0.03138 5.32846 -0.11 -0.13 -0.33
H 1.18048 -2.46040 2.94505 -0.34 0.18 -0.02
H -0.59435 -2.61775 2.90092 0.27 0.28 -0.02
H 1.39247 1.38097 1.30819 -0.19 -0.25 0.17
H 2.43310 0.07395 1.94103 -0.34 0.01 0.14
H -2.28829 -0.44506 1.91919 0.31 0.05 -0.08
H -1.58884 1.06841 1.29512 0.09 -0.24 0.26
```
Forces are in eV/Å.

Properties
- HOMO level (spin up / spin down): -15.28 / -15.25 eV
- Energy relative to the best compared isomer or geometry (same formula, charge and spin): 87.8 kcal/mol
- E_LUMO (spin up / spin down): -7.3253 / -10.4530 eV
- Charge: +2
- HOMO-LUMO gap (spin up / spin down): 8.0 / 4.8 eV
- Spin multiplicity: 8